This record from OMol25 describes a 12-piece molecular cluster, C16H56N18O12 overall at a distorted geometry. The level of theory is the ωB97M-V functional and the def2-TZVPD basis.

Atoms and positions in Å:
C 6.92296 -1.84338 3.95568
C -8.68423 1.31272 -2.35962
H -2.46471 -5.98891 5.59438
C 6.41585 -0.71020 -3.89845
C -0.71867 -2.35393 -5.99869
H -0.44964 2.56296 8.52878
H -0.17547 2.16990 6.82393
H 2.49059 4.98712 5.88704
C 1.66339 6.81240 -3.94079
H 7.26797 1.04645 -3.71714
N -1.93245 -3.86015 5.09439
O 6.70324 -1.12676 -2.77352
H 2.61425 7.31760 -4.11036
C -4.29151 -5.84679 -0.60949
H -2.47449 3.07869 9.04825
H 3.83956 -4.69491 -0.68189
H 6.01842 -2.42107 5.67803
O -0.11097 -4.77043 4.07728
C -3.16708 6.37973 0.72847
N -1.78199 -6.01235 4.85043
N -8.72698 1.65162 -3.61017
O -4.12287 -5.79160 -1.77348
H -7.12157 0.75188 -1.15033
C -1.98005 2.17836 7.34157
N 1.19181 0.11859 -0.45006
H -3.23916 6.14494 -0.33349
N 4.09626 5.56157 3.50429
O -2.35594 1.78826 6.24506
H 6.40401 0.09250 3.56785
H -1.74606 -2.91811 4.78145
O -9.53782 1.45423 -1.54108
H -6.76646 0.90456 -2.91039
H -3.79638 2.46966 8.09479
N -2.80427 2.51356 8.27885
H -0.57875 -1.28400 -6.15287
N -4.49007 -6.96462 0.04021
H -1.51047 -2.37417 -5.24989
H -5.06238 5.57380 1.57065
H -0.26208 1.03830 2.10450
H 5.74300 -0.73368 5.11347
H 3.59271 6.41767 3.32089
O -0.91907 0.30875 -0.08847
C -1.15082 -3.04471 -7.27008
O 0.74486 6.72015 -5.01893
H -2.49528 -4.28614 -6.74335
H -3.70333 5.78237 2.72892
N 2.90808 -5.00494 -0.44451
O 7.44778 -2.88355 3.57861
H 4.83321 5.23450 2.89599
C -1.18284 -4.87055 4.67428
H 0.87340 -0.57932 -1.10707
N 5.86324 -1.37241 -4.82697
N 1.09142 -6.03256 -0.81244
N -4.26276 -4.75191 0.04659
H 0.94616 7.40444 -5.66146
N 6.76732 0.45926 -4.36881
H 3.06552 5.44577 -3.02742
H 7.66787 -0.75286 2.57248
H -4.58725 -4.74020 1.00298
C -3.98765 5.47432 1.72275
H 0.24276 -2.67717 -5.59960
O 4.03659 3.67956 4.61315
H 2.42327 4.75303 -4.53550
N 6.99390 -0.68963 3.32206
N 6.08784 -1.67613 4.99955
H 2.49149 -4.79679 0.45172
H 1.24926 7.20633 -3.01267
O 2.62238 -5.92008 -2.50117
C 0.23635 0.47441 0.27986
O -1.85388 6.38933 1.15423
N -0.79257 2.34898 7.60318
H 1.01540 -5.96173 0.19220
N -7.38158 0.93086 -2.10975
H -7.87497 1.84732 -4.11604
H -1.52444 -5.02703 -8.16188
H 5.31381 -2.15934 -4.51235
H 2.84385 6.51603 5.01345
H -9.67194 1.82383 -3.92238
H -2.84870 -4.10096 5.44450
H 0.32115 -6.37676 -1.36770
H 6.33259 0.84365 -5.19545
H -1.53671 5.48931 1.04946
C -1.53490 -4.47005 -7.22499
H -3.78239 4.40438 1.68817
H -1.97939 -2.50577 -7.72954
H 1.38370 4.83879 -3.24535
N 2.97534 5.52970 5.18652
C 3.77655 4.84664 4.47433
N 0.51613 0.97855 1.46347
H -4.44930 -7.84780 -0.44809
H 2.13061 0.14822 -0.07878
H -1.43220 -6.83338 4.37753
H 1.49086 1.17139 1.64462
C 2.22382 -5.66542 -1.34629
H -4.02480 -3.88177 -0.40764
O -0.18991 -2.97956 -8.23441
H -0.95133 -5.02595 -6.49114
H 0.50639 -3.60782 -8.02935
C 2.20156 5.40522 -3.69076
H 5.91196 -0.95200 -5.74403
H -3.55484 7.38772 0.87581
H -4.47507 -7.00053 1.04945

Values from the calculation:
Energy relative to the best compared isomer or geometry (same formula, charge and spin) = 84.8 kcal per mole
Charge = 0
Maximum force = 9.4 eV/A
Calculated total energy = -68892.9315 eV
SMILES = NC(N)=O.NC(N)=O.NC(N)=O.NC(N)=O.NC(N)=O.NC(N)=O.NC(N)=O.NC(N)=O.NC(N)=O.CC(C)O.CCO.CCO
Lowest unoccupied orbital energy = -0.1 eV
Frontier orbital gap = 0.3390 Eh